w | {"formula": "C3H2N2O3", "method": "the ωB97M-V functional and the def2-TZVPD basis", "gap_ha": 0.3487, "lumo_ha": 0.018, "species": ["C", "C", "C", "N", "N", "O", "O", "O", "H", "H"], "xyz": [[1.15, -0.48, 1.13], [1.54, 1.99, 1.94], [-3.66, 0.46, -2.41], [-0.33, -0.56, -0.73], [0.44, -0.73, 0.22], [-4.15, -0.28, -1.67], [1.52, 2.63, 1.01], [-3.16, 1.18, -3.11], [1.98, -0.98, 1.59], [-1.30, -0.89, -0.63]], "mulliken_charge": [-0.202, 0.121, 0.683, -0.814, 0.493, -0.386, -0.134, -0.295, 0.285, 0.249]}

***

x | {"formula": "C3H2N2O3", "method": "the ωB97M-V functional and the def2-TZVPD basis", "smiles": "O=c1cnc(O)no1", "gap_ha": 0.3320, "lumo_ha": -0.051, "species": ["O", "C", "C", "N", "C", "O", "N", "O", "H", "H"], "xyz": [[-1.20, 2.65, -0.50], [-0.50, 1.60, -0.27], [-0.28, 0.39, -1.08], [0.21, -0.79, -0.82], [0.47, -0.92, 0.61], [0.73, -2.08, 1.22], [0.73, 0.19, 1.34], [0.56, 1.46, 0.63], [-0.71, 0.35, -2.02], [0.00, -2.84, 0.89]], "mulliken_charge": [-0.524, 0.474, 0.015, -0.466, 0.543, -0.467, -0.281, -0.181, 0.484, 0.403]}

***

The least stable of them is x.

***

w | {"formula": "C3H2N2O3", "method": "the ωB97M-V functional and the def2-TZVPD basis", "smiles": "O=COc1nnco1", "gap_ha": 0.3638, "lumo_ha": -0.011, "species": ["O", "C", "O", "C", "N", "N", "C", "O", "H", "H"], "xyz": [[-0.13, 1.24, 2.12], [0.44, 1.84, 1.10], [0.57, 1.27, -0.05], [0.25, -0.04, -0.14], [0.82, -1.13, 0.26], [0.14, -2.09, -0.37], [-0.71, -1.50, -1.37], [-0.93, -0.13, -0.94], [0.90, 2.78, 1.20], [-1.36, -2.23, -1.81]], "mulliken_charge": [-0.521, 0.134, -0.264, 0.723, -0.215, -0.301, -0.074, -0.247, 0.397, 0.367]}

***

x | {"formula": "C3H2N2O3", "method": "the ωB97M-V functional and the def2-TZVPD basis", "smiles": "O=c1ncoc(=O)[nH]1", "gap_ha": 0.4297, "lumo_ha": 0.015, "species": ["O", "C", "N", "C", "O", "C", "O", "N", "H", "H"], "xyz": [[-0.13, 2.08, 1.36], [0.00, 1.08, 0.79], [0.95, 0.06, 1.24], [1.01, -0.97, 0.50], [0.37, -1.37, -0.57], [-0.58, -0.44, -1.05], [-1.13, -0.48, -2.12], [-0.81, 0.57, -0.22], [1.71, -1.73, 0.72], [-1.39, 1.22, -0.64]], "mulliken_charge": [-0.430, 0.392, -0.471, 0.229, -0.315, 0.572, -0.520, -0.112, 0.447, 0.207]}

***

The least stable of them is w.